# C5H12N2O

The molecule C5H12N2O at a distorted geometry (the ωB97M-V functional and the def2-TZVPD basis, the Open Molecules 2025 dataset).

The calculation puts the relative energy (zero: lowest compared OMol25 entry of this formula, charge and spin) at 1.550 eV. For the gap between HOMO and LUMO, the calculation gives 9.7169 eV. The calculation puts the HOMO energy at -8.892 eV. The value obtained for the calculated total energy is -382.4456 Ha. Its SMILES is CC(=O)N[C@H](C)CN. The largest force on an atom is 3.3 eV/Å.

Positions of all 20 atoms, in Å:
C -0.524 1.004 -2.863
C -0.281 0.027 -1.702
O -0.229 -1.190 -1.875
N 0.099 0.540 -0.505
C -0.171 -0.279 0.752
C -1.201 0.598 1.557
C 0.900 -0.730 1.700
N 1.793 -1.714 1.071
H -1.449 1.557 -2.669
H 0.233 1.768 -2.663
H -0.536 0.399 -3.760
H 0.417 1.477 -0.328
H -0.739 -1.087 0.301
H -1.944 -0.180 1.820
H -0.858 1.164 2.406
H -1.754 1.247 0.890
H 0.377 -1.235 2.507
H 1.514 0.096 2.089
H 1.567 -1.873 0.095
H 2.788 -1.589 1.175

So, what does the Löwdin scheme give us? The charges, in e, come out as: C 0.0090; C -0.5380; O 0.0230; N 0.0721; C -0.3232; C -0.0510; C -0.2488; N -0.0005; H 0.0788; H 0.0776; H 0.0823; H 0.1334; H 0.1279; H 0.0843; H 0.0668; H 0.0647; H 0.1089; H 0.1211; H 0.0557; H 0.0558

---

# C2H11NO2S2

A 3-piece molecular cluster, C2H11NO2S2 overall (the ωB97M-V functional and the def2-TZVPD basis, the Open Molecules 2025 dataset).

The calculation puts the relative energy (zero: lowest compared OMol25 entry of this formula, charge and spin) at 0.211 eV. For the gap between HOMO and LUMO, the calculation gives 9.2456 eV. The calculation puts the HOMO energy at -8.767 eV. The value obtained for the calculated total energy is -1084.3970 Ha. Its SMILES is NCCSS.O.O. The largest force on an atom is 1.0 eV/Å.

Positions of all 18 atoms, in Å:
N -0.505 0.849 1.281
C -1.116 1.077 -0.012
C -1.626 -0.229 -0.583
S -0.375 -1.118 -1.549
S -1.651 -2.599 -2.266
H 0.266 0.201 1.252
H -0.266 1.670 1.821
H -0.459 1.540 -0.778
H -1.918 1.785 0.131
H -2.408 -0.045 -1.306
H -2.008 -0.862 0.197
H -1.276 -3.522 -1.371
O 1.793 -1.030 1.122
H 1.973 -1.972 1.242
H 1.788 -1.001 0.150
O 2.442 1.639 -0.132
H 3.032 2.376 0.061
H 2.311 1.239 0.740

So, what does the Löwdin scheme give us? The charges, in e, come out as: N 0.0006; C -0.3610; C -0.5748; S 0.4375; S 0.3391; H 0.0060; H 0.0707; H 0.0979; H 0.1041; H 0.0492; H 0.0676; H -0.2027; O -0.0833; H 0.0589; H 0.0041; O -0.0646; H 0.0389; H 0.0118

---

# C5H10N2

An isolated ion of composition C5H10N2 and charge +2 at a distorted geometry (the ωB97M-V functional and the def2-TZVPD basis, the Open Molecules 2025 dataset).

The calculation puts the relative energy (zero: lowest compared OMol25 entry of this formula, charge and spin) at 2.967 eV. For the gap between HOMO and LUMO, the calculation gives 9.1605 eV. The calculation puts the HOMO energy at -20.531 eV. The value obtained for the calculated total energy is -305.1995 Ha. The net charge is +2. The largest force on an atom is 5.9 eV/Å.

Positions of all 17 atoms, in Å:
C -1.156 -0.760 -0.022
C -0.177 -1.231 0.896
C 0.494 0.884 -0.717
C -1.586 0.889 -1.809
C 1.884 -0.525 1.756
N -0.810 0.241 -0.781
N 0.852 -0.443 0.916
H -2.069 -1.307 -0.212
H -0.536 -1.827 1.739
H 1.211 0.584 -1.429
H 0.573 1.867 -0.225
H -1.550 0.278 -2.654
H -1.054 1.804 -1.998
H -2.678 0.984 -1.637
H 1.776 -1.259 2.613
H 1.865 0.418 2.317
H 2.959 -0.597 1.249

So, what does the Löwdin scheme give us? The charges, in e, come out as: C 0.1213; C 0.0518; C 0.3307; C 0.0614; C -0.0579; N -0.0979; N 0.0292; H 0.1871; H 0.1862; H 0.1416; H 0.1706; H 0.1142; H 0.1159; H 0.1593; H 0.1548; H 0.1372; H 0.1944

---

# C6HCl2F3NS2

An isolated ion of composition C6HCl2F3NS2 and charge -1 at a distorted geometry (the ωB97M-V functional and the def2-TZVPD basis, the Open Molecules 2025 dataset).

For the gap between HOMO and LUMO (alpha / beta), the calculation gives 5.6566 / 5.6617 eV. The calculation puts the HOMO energy (alpha / beta) at -2.970 / -2.972 eV. The value obtained for the calculated total energy is -2300.2692 Ha. The net charge is -1. The largest force on an atom is 3.1 eV/Å.

Positions of all 15 atoms, in Å:
C -0.753 -1.377 -1.384
C 0.271 0.936 -1.661
C 0.283 -0.458 0.867
C 0.620 1.436 -0.415
C -0.359 -0.253 -2.033
C 0.088 -1.012 2.232
N 0.501 0.832 0.771
F -1.148 -0.603 2.605
F 0.114 -2.362 2.124
F 0.780 -0.638 3.332
S -1.483 -2.723 -1.209
S -1.276 -0.386 -3.583
Cl 0.644 2.016 -2.943
Cl 1.103 3.068 -0.249
H 0.616 1.527 1.544

So, what does the Löwdin scheme give us? The charges, in e, come out as: C -0.8115; C -0.7026; C 0.0540; C -0.7702; C -0.8355; C -0.6254; N -0.0242; F 0.0947; F 0.0959; F 0.0997; S 0.6724; S 0.3310; Cl 0.6262; Cl 0.6524; H 0.1433

---

# C15H15N5O3V

C15H15N5O3V as an isolated structure at a distorted geometry (the ωB97M-V functional and the def2-TZVPD basis, the Open Molecules 2025 dataset).

The calculation puts the relative energy (zero: lowest compared OMol25 entry of this formula, charge and spin) at 0.000 eV. For the gap between HOMO and LUMO (alpha / beta), the calculation gives 6.9408 / 7.3725 eV. The calculation puts the HOMO energy (alpha / beta) at -12.076 / -12.628 eV. The value obtained for the calculated total energy is -2023.9445 Ha. The net charge is +1. The largest force on an atom is 1.1 eV/Å. As for the spin multiplicity: 3.

Positions of all 39 atoms, in Å:
V -0.552 0.620 0.020
N -2.328 -0.147 1.021
C -3.409 0.893 0.983
C -2.869 2.262 0.568
O -3.468 3.277 0.837
N -1.691 2.172 -0.107
C -0.878 3.353 -0.332
C 0.587 2.895 -0.287
O 1.470 3.355 -0.944
O 0.801 1.802 0.533
H -2.135 -0.389 1.988
H -2.659 -1.008 0.596
H -4.179 0.585 0.277
H -3.878 0.992 1.960
H -1.051 3.814 -1.305
H -1.056 4.108 0.438
C 2.883 -2.158 3.675
C 3.591 -2.049 2.483
C 2.943 -1.690 1.314
C 1.578 -1.435 1.370
C 0.864 -1.511 2.559
C 1.522 -1.892 3.716
N 0.854 -1.046 0.204
N 1.311 -1.471 -0.873
C 0.611 -1.015 -2.030
C 1.079 -1.438 -3.255
C 0.401 -0.996 -4.387
C -0.690 -0.151 -4.243
C -1.075 0.244 -2.973
N -0.440 -0.195 -1.879
H 3.402 -2.442 4.580
H 4.655 -2.237 2.466
H 3.483 -1.584 0.385
H -0.197 -1.301 2.576
H 0.978 -1.974 4.647
H 1.942 -2.085 -3.305
H 0.729 -1.306 -5.370
H -1.233 0.220 -5.099
H -1.897 0.928 -2.805

So, what does the Löwdin scheme give us? The charges, in e, come out as: V 1.0440; N -0.0199; C -0.0979; C -0.5299; O 0.1013; N -0.1075; C -0.0974; C -0.5412; O 0.1354; O -0.1658; H 0.0948; H 0.1120; H 0.1330; H 0.1339; H 0.1367; H 0.1439; C -0.0460; C -0.0440; C 0.0013; C -0.2400; C -0.0181; C -0.0525; N -0.0118; N 0.1380; C -0.2701; C 0.0417; C 0.0048; C -0.0057; C -0.0621; N 0.0147; H 0.1173; H 0.1175; H 0.1175; H 0.0908; H 0.1155; H 0.1321; H 0.1291; H 0.1255; H 0.1290

---

# C4H7NO2

A 2-piece molecular cluster, C4H7NO2 overall (the ωB97M-V functional and the def2-TZVPD basis, the Open Molecules 2025 dataset).

The calculation puts the relative energy (zero: lowest compared OMol25 entry of this formula, charge and spin) at 4.932 eV. For the gap between HOMO and LUMO (alpha / beta), the calculation gives 8.4983 / 8.4993 eV. The calculation puts the HOMO energy (alpha / beta) at -9.315 / -9.316 eV. The value obtained for the calculated total energy is -361.6996 Ha. Its SMILES is O=NC1=CCC1.O. The largest force on an atom is 0.5 eV/Å.

Positions of all 14 atoms, in Å:
O -0.073 -0.620 -2.463
N -0.264 0.515 -2.037
C 0.018 0.629 -0.671
C 0.748 -0.129 0.171
C 0.217 0.575 1.386
C -0.445 1.592 0.398
H 1.519 -0.874 0.032
H -0.530 -0.045 1.895
H 0.940 0.950 2.114
H -1.517 1.768 0.508
H 0.090 2.546 0.381
O -0.464 -2.347 -0.179
H -0.352 -1.903 -1.040
H 0.324 -2.898 -0.100

So, what does the Löwdin scheme give us? The charges, in e, come out as: O -0.0414; N 0.0225; C -0.2840; C -0.0111; C -0.1298; C -0.1006; H 0.1176; H 0.1204; H 0.1083; H 0.1062; H 0.1098; O -0.0682; H 0.0032; H 0.0471